DFT (the ωB97M-V functional and the def2-TZVPD basis) results for a 7-piece molecular cluster, C25H49Br3O12S6 overall at a distorted geometry.

```
95
Properties=species:S:1:pos:R:3:lowdin_charge:R:1
O 3.76483 -1.66489 -1.01902 -0.342
S 4.57006 -1.04360 0.00926 0.707
O 4.28134 -1.20164 1.45282 -0.356
C 6.32207 -1.51075 -0.15683 -0.204
C 7.00725 -0.30045 -0.91794 -0.186
C 6.36203 0.90401 -0.24394 -0.231
C 4.82866 0.74714 -0.41926 -0.188
H 6.34695 -2.55946 -0.45294 0.101
H 6.65765 -1.41443 0.87574 0.088
H 8.07481 -0.22227 -0.71229 0.107
H 6.87242 -0.43418 -1.99127 0.116
H 6.69368 1.87706 -0.60625 0.112
H 6.57960 1.02559 0.81719 0.115
H 4.49897 0.88953 -1.44840 0.101
H 4.15493 1.33289 0.20610 0.088
O 4.75579 -1.91440 -4.74807 -0.365
S 3.37504 -1.46925 -4.53650 0.726
O 3.07590 -0.09723 -4.12496 -0.359
C 2.47046 -1.78076 -6.22364 -0.153
C 1.82732 -3.16150 -5.93960 -0.245
C 1.34932 -3.35107 -4.48750 -0.201
C 2.27437 -2.58401 -3.50540 -0.191
H 3.23693 -1.72020 -6.99626 0.094
H 1.86372 -0.88638 -6.08202 0.077
H 1.09451 -3.58328 -6.62749 0.108
H 2.62030 -3.90928 -5.95008 0.104
H 1.30089 -4.39998 -4.19504 0.117
H 0.40233 -2.83133 -4.63301 0.084
H 2.86121 -3.13540 -2.77077 0.085
H 1.75016 -1.87567 -2.86387 0.058
O 0.44824 2.88129 2.97106 -0.371
S -0.06243 4.27473 2.96560 0.768
O 0.31643 5.30326 4.01078 -0.376
C 0.32907 4.95287 1.31945 -0.239
C -0.91056 5.78344 0.87648 -0.205
C -2.14142 4.93492 1.26982 -0.191
C -1.93879 4.32476 2.64985 -0.191
H 0.47509 4.08078 0.68207 0.093
H 1.19261 5.61690 1.35775 0.103
H -0.57291 6.66382 1.42331 0.108
H -0.86614 6.09861 -0.16601 0.113
H -2.26940 4.08151 0.60394 0.112
H -2.95125 5.66430 1.25277 0.114
H -2.20474 3.28178 2.82174 0.057
H -2.26032 4.85570 3.54585 0.093
O -2.92806 2.66550 5.06133 -0.338
S -2.38590 1.31074 4.96996 0.714
O -2.22060 0.64670 3.69634 -0.345
C -0.77620 1.07529 5.95571 -0.162
C -1.04800 -0.14129 6.90373 -0.191
C -2.57670 -0.19391 7.18076 -0.219
C -3.44366 0.21172 5.98172 -0.207
H -0.59153 1.98439 6.52803 0.098
H -0.04818 1.07661 5.14449 0.084
H -0.82595 -1.05288 6.34894 0.104
H -0.37395 -0.14098 7.76033 0.112
H -2.76152 0.31467 8.12696 0.112
H -2.79057 -1.24196 7.39039 0.105
H -4.19010 0.91487 6.35120 0.094
H -3.90217 -0.59224 5.40595 0.063
O -4.42582 -1.57409 -1.89185 -0.398
S -3.63549 -0.64723 -2.73539 0.691
O -3.23528 0.62905 -2.21223 -0.313
C -2.23063 -1.64095 -3.47960 -0.197
C -2.32677 -1.63697 -5.01109 -0.196
C -3.34134 -0.50897 -5.36747 -0.210
C -4.44246 -0.44367 -4.30304 -0.247
H -2.33197 -2.60214 -2.97567 0.089
H -1.27132 -1.29044 -3.09884 0.067
H -1.36250 -1.32641 -5.41337 0.098
H -2.57728 -2.61348 -5.42555 0.113
H -3.73122 -0.60075 -6.38121 0.115
H -2.83084 0.44606 -5.24337 0.114
H -5.07797 -1.31142 -4.47981 0.108
H -4.97709 0.50584 -4.32961 0.110
O 0.18959 -0.45051 -1.56726 -0.338
S 0.48630 0.07841 -0.23425 0.718
O 1.58053 1.02591 -0.07417 -0.329
C -1.07288 0.77141 0.47518 -0.178
C -1.82293 -0.52403 0.90737 -0.238
C -0.78939 -1.37283 1.62290 -0.271
C 0.55286 -1.23976 0.95402 -0.232
H -1.49978 1.56748 -0.13485 0.095
H -0.79789 1.28697 1.39534 0.068
H -2.75307 -0.49583 1.47496 0.096
H -2.11644 -1.04841 -0.00201 0.054
H -1.01378 -2.43929 1.64324 0.052
H -0.58741 -1.15496 2.67163 0.102
H 1.01442 -2.12024 0.50702 0.110
H 1.30262 -1.00776 1.71042 0.105
Br -5.74262 -4.91809 1.87674 0.553
C -4.46939 -3.42172 1.79760 -1.421
Br -3.15813 -3.76386 0.28397 0.582
Br -3.51742 -2.98320 3.51649 0.573
H -4.98109 -2.53456 1.42449 -0.023
```

SMILES string: O=S1(=O)CCCC1.O=S1(=O)CCCC1.O=S1(=O)CCCC1.O=S1(=O)CCCC1.O=S1(=O)CCCC1.O=S1(=O)CCCC1.BrC(Br)Br
lowest unoccupied orbital energy: -0.59 eV
orbital gap: 9.0 eV

---

DFT (the ωB97M-V functional and the def2-TZVPD basis) results for a 11-piece molecular cluster, C25H49Cl20I2NO4P overall at a distorted geometry.

```
102
Properties=species:S:1:pos:R:3:lowdin_charge:R:1
C 3.64062 0.67997 3.50201 -0.274
C 3.69956 0.05915 1.98199 -0.703
I 3.09781 -2.08480 2.13403 0.755
C 2.64142 0.80624 0.92382 -0.705
I 0.94961 1.78206 1.91137 0.879
C 3.46205 1.74070 -0.14403 -0.355
N 2.85986 1.58562 -1.55011 -0.224
P 3.92335 0.49705 -2.50183 0.795
O 5.52912 1.15911 -2.67983 -0.329
O 3.99231 -1.11195 -1.81964 -0.348
C 3.66968 3.30200 0.30932 -0.421
O 4.89868 3.70633 0.73601 -0.175
O 2.62595 4.36412 0.24857 -0.319
H 2.64265 0.40651 4.07121 0.027
H 4.52469 0.16905 4.10741 0.060
H 3.87032 1.83567 3.47718 0.098
H 4.80187 0.01364 1.52695 0.098
H 2.18207 -0.09430 0.28881 0.044
H 4.55725 1.27475 -0.23467 0.114
H 1.91051 1.12711 -1.49928 0.063
H 5.44582 2.11821 -2.95984 0.074
H 4.68058 -1.07050 -1.09038 0.040
Cl 0.69042 -2.11859 5.34785 0.534
C 2.22559 -2.91550 5.77176 -0.700
C 2.87223 -2.29994 7.00292 -0.646
Cl 3.46428 -0.64837 6.69675 0.568
H 2.88663 -2.86496 4.90119 -0.024
H 1.99347 -3.96819 5.96153 -0.041
H 3.73865 -2.89577 7.30437 0.072
H 2.17576 -2.26025 7.84621 0.069
Cl 0.40520 7.84577 2.68918 0.511
C 0.99170 7.29508 1.10039 -0.663
C 1.56229 8.43519 0.27130 -0.661
Cl 0.30356 9.58110 -0.25254 0.498
H 0.16380 6.79756 0.58612 0.070
H 1.76997 6.54962 1.29173 0.058
H 2.02620 8.03822 -0.63632 0.074
H 2.32199 8.99507 0.82554 0.068
Cl -2.19335 -6.67939 5.77713 0.544
C -1.18689 -5.65169 4.72719 -0.689
C 0.23039 -6.18534 4.58809 -0.616
Cl 1.14985 -6.05569 6.10787 0.586
H -1.19721 -4.63616 5.13463 0.051
H -1.67301 -5.62945 3.74677 -0.004
H 0.77441 -5.60321 3.83860 0.077
H 0.23682 -7.23420 4.27560 0.071
Cl 3.26133 3.28941 -6.94282 0.516
C 2.30861 1.78964 -7.06335 -0.654
C 1.25604 1.68764 -5.97041 -0.710
Cl 1.97963 1.45660 -4.35952 0.559
H 3.00178 0.94337 -7.03585 0.070
H 1.82454 1.80065 -8.04497 0.068
H 0.61192 0.82296 -6.15483 0.043
H 0.62511 2.58118 -5.93442 -0.047
Cl 0.50620 -6.42752 9.41661 0.517
C -0.44653 -7.92729 9.29608 -0.662
C -1.49909 -8.02929 10.38901 -0.667
Cl -0.77550 -8.26033 11.99991 0.526
H 0.24665 -8.77356 9.32357 0.072
H -0.93060 -7.91628 8.31445 0.041
H -2.14321 -8.89397 10.20460 0.071
H -2.13002 -7.13575 10.42501 0.071
Cl -2.73782 -0.81493 3.51442 0.528
C -1.73307 -1.07820 2.06781 -0.687
C -2.20212 -2.27254 1.25150 -0.677
Cl -1.92420 -3.81544 2.09657 0.582
H -0.69433 -1.19414 2.39182 0.030
H -1.80142 -0.16695 1.46532 0.047
H -1.64469 -2.32179 0.31159 0.013
H -3.26789 -2.20330 1.01250 0.069
Cl -1.78376 2.03033 -7.15685 0.583
C -2.73648 0.53057 -7.27738 -0.636
C -3.78905 0.42857 -6.18444 -0.666
Cl -3.06546 0.19753 -4.57355 0.539
H -2.04331 -0.31570 -7.24988 0.066
H -3.22055 0.54158 -8.25901 0.072
H -4.43317 -0.43611 -6.36886 0.074
H -4.41998 1.32211 -6.14845 -0.003
Cl -2.42213 4.87391 -4.51549 0.538
C -0.74743 5.41633 -4.24584 -0.638
C -0.14302 6.05499 -5.48665 -0.627
Cl 0.12965 4.86993 -6.78789 0.563
H -0.16139 4.55577 -3.90907 0.076
H -0.77887 6.14605 -3.43064 0.076
H 0.83168 6.48816 -5.24394 0.079
H -0.78142 6.85167 -5.88103 0.069
Cl -0.86829 -2.16533 -4.14763 0.523
C -1.82102 -3.66509 -4.26815 -0.657
C -2.87359 -3.76709 -3.17522 -0.646
Cl -2.15000 -3.99813 -1.56432 0.599
H -1.12784 -4.51136 -4.24066 0.069
H -2.30509 -3.65408 -5.24978 0.069
H -3.51771 -4.63177 -3.35964 0.071
H -3.50452 -2.87355 -3.13922 0.061
Cl -6.55001 2.12959 -5.07675 0.571
C -5.67392 3.03010 -3.81458 -0.659
C -6.43644 3.06552 -2.49924 -0.658
Cl -7.91380 4.05455 -2.60491 0.530
H -5.47430 4.03756 -4.19221 0.059
H -4.71390 2.52364 -3.67355 0.042
H -5.81194 3.51200 -1.71999 0.077
H -6.72279 2.06096 -2.17269 0.071
```

total charge: -1
lowest unoccupied orbital energy: 1.54 eV
orbital gap: 6.5 eV

---

DFT (the ωB97M-V functional and the def2-TZVPD basis) results for C25H49Cl3LuN5O3Si as an isolated structure at a distorted geometry.

```
87
Properties=species:S:1:pos:R:3:lowdin_charge:R:1
C -0.78968 3.10683 4.29759 -0.032
C -1.56631 4.19378 3.61462 -0.231
H 0.05815 3.51837 4.86064 0.071
H -0.41511 2.38206 3.55823 0.084
H -1.43708 2.56481 5.00685 0.095
C -1.56404 5.48065 3.99828 -0.099
C -0.77475 6.01998 5.14479 -0.101
H -2.19321 6.21205 3.48582 0.102
H 0.24272 5.60231 5.19495 0.071
H -1.27318 5.82850 6.10663 0.083
H -0.69795 7.10889 5.03471 0.070
Lu 0.92781 -2.91311 -0.04783 0.884
Cl -1.01608 -4.47080 0.25896 -0.135
Cl 0.23203 -1.39991 1.79295 -0.125
C -1.53226 -1.74411 -1.45991 -0.320
O -0.26967 -1.80166 -1.57284 -0.221
N -2.32133 -1.08696 -2.29411 -0.152
C -1.77280 -0.36497 -3.43849 -0.016
C -3.75551 -0.97785 -2.02700 -0.020
H -2.04053 -2.26694 -0.63039 0.083
H -0.79201 -0.78105 -3.69963 0.096
H -1.66970 0.71319 -3.21597 0.087
H -2.47038 -0.47591 -4.27798 0.093
H -4.04622 -1.76505 -1.32123 0.102
H -4.31705 -1.09670 -2.95639 0.093
H -4.01452 -0.00632 -1.58654 0.066
H 4.55422 -1.03255 2.24940 0.095
H 2.54606 0.50907 1.04057 0.069
C 5.10405 -0.89077 1.30382 -0.060
C 3.39886 0.65525 0.35436 -0.034
N 4.18267 -0.57353 0.21794 -0.173
H 5.65275 -1.81156 1.07399 0.089
C 3.71410 -1.55886 -0.55768 -0.346
O 2.54825 -1.59297 -1.04551 -0.202
H 3.02345 0.96399 -0.62983 0.097
H 4.41405 -2.39042 -0.71642 0.132
H 5.80829 -0.05896 1.42523 0.087
H 4.05450 1.43324 0.76398 0.093
O -1.33199 3.40004 1.42034 -0.175
C -2.32838 3.74122 2.37831 -0.296
C -3.00326 5.89073 1.14930 -0.044
C -3.35404 4.75681 1.89953 -0.201
H -1.96303 6.02610 0.82519 0.120
C -3.98547 6.85892 0.86406 -0.079
H -2.85107 2.81148 2.64383 0.148
C -4.66696 4.61428 2.36375 -0.038
H -3.70856 7.74648 0.27549 0.105
C -5.29655 6.68280 1.31004 -0.100
C -5.63322 5.56824 2.08013 -0.086
H -4.88602 3.73427 2.98342 0.122
H -6.06487 7.42013 1.05847 0.101
H -6.65555 5.43508 2.44499 0.104
Si -1.27852 2.69767 -0.09709 0.388
Cl 2.79042 -3.64768 1.56498 -0.156
C -0.40549 3.94068 -1.16302 -0.158
C -2.99661 2.37143 -0.74903 -0.149
C -0.28484 1.14309 0.08818 -0.215
H -0.94879 4.89681 -1.16945 0.026
H -0.33014 3.57139 -2.19571 0.029
H 0.60993 4.12230 -0.78117 0.039
H 0.58889 1.33458 0.72441 0.010
H 0.05309 0.72657 -0.87511 0.035
H -0.89252 0.38380 0.59970 -0.040
H -3.61744 3.27564 -0.68270 0.037
H -3.50842 1.56786 -0.20335 0.032
H -2.94693 2.08274 -1.80976 0.019
C 2.98998 -4.74377 -4.32603 -0.064
N 3.07179 -5.69883 -3.24381 -0.157
C 3.39884 -7.05690 -3.63776 -0.067
C 2.42699 -5.45719 -2.05484 -0.416
N 1.70127 -4.38330 -1.85962 0.040
N 2.56965 -6.43302 -1.09282 -0.181
C 3.86984 -6.96622 -0.75472 -0.065
C 1.57673 -6.61953 -0.06544 -0.114
H 3.62990 -5.10294 -5.13315 0.088
H 3.33934 -3.76165 -3.98973 0.094
H 1.96746 -4.63296 -4.71174 0.096
H 4.45692 -7.29800 -3.44542 0.082
H 2.77986 -7.78225 -3.09090 0.101
H 3.21608 -7.16772 -4.71293 0.087
H 1.56600 -3.90218 -2.75626 0.041
H 4.26975 -6.47976 0.15082 0.093
H 3.76694 -8.04050 -0.54558 0.095
H 4.57844 -6.82444 -1.57348 0.067
H 1.77396 -5.97619 0.80100 0.015
H 0.58506 -6.38456 -0.44789 0.019
H 1.62894 -7.67356 0.23604 0.092
```

lowest unoccupied orbital energy: 0.35 eV
orbital gap: 8.8 eV

---

DFT (the ωB97M-V functional and the def2-TZVPD basis) results for C25H49NO2PbSSi2 as an isolated structure at a distorted geometry.

```
81
Properties=species:S:1:pos:R:3:lowdin_charge:R:1
O -0.57348 2.14697 -0.41593 -0.326
O -1.61499 2.98870 -5.23307 -0.202
C -1.80434 2.80431 -0.02643 -0.253
C -1.77618 3.44414 1.35113 -0.075
H -2.57036 2.01958 -0.05924 0.099
H -2.03560 3.56309 -0.79083 0.113
H -1.45200 2.76248 2.14936 0.079
H -2.79526 3.76440 1.59772 0.085
H -1.15018 4.34492 1.37595 0.073
C 0.60852 2.98559 -0.24262 -0.247
C 0.62209 4.10505 -1.26172 -0.067
H 1.47859 2.31454 -0.35212 0.114
H 0.61741 3.37639 0.78212 0.108
H 0.60023 3.69762 -2.27798 0.080
H 1.52783 4.70628 -1.14078 0.082
H -0.24780 4.76448 -1.13124 0.072
C -0.84952 2.60036 -6.39307 -0.267
C -2.35296 4.21842 -5.37180 -0.263
C 0.62361 2.96140 -6.30533 -0.078
H -1.28200 3.06589 -7.29920 0.119
H -0.96853 1.50682 -6.44680 0.110
H 0.77676 4.04403 -6.27702 0.062
H 1.11906 2.58206 -7.20049 0.075
H 1.10199 2.50264 -5.43589 0.075
C -1.55251 5.44191 -5.79244 -0.091
H -2.80221 4.37680 -4.38191 0.117
H -3.15917 4.04861 -6.10813 0.117
H -0.70952 5.64757 -5.12649 0.077
H -2.22052 6.30401 -5.74804 0.076
H -1.19563 5.36982 -6.82397 0.071
H -2.31961 0.95330 -4.06767 0.026
Pb -0.42452 -0.52120 -0.24695 1.224
C -2.67780 -0.08194 -4.26874 -0.178
Si -4.42161 -0.32795 -4.96857 0.464
H -1.98825 -0.50298 -5.02127 0.025
H -2.55256 -0.67967 -3.35487 0.009
C -5.54256 0.95818 -4.18307 -0.196
C -5.14634 -2.03896 -4.61148 -0.192
C -4.48652 -0.10132 -6.84426 -0.196
C -2.41211 -0.55861 0.97933 -0.491
Si -2.51804 -2.23539 1.80896 0.341
H -3.19831 -0.39245 0.22589 -0.025
H -2.44218 0.29679 1.67672 -0.020
C -3.58703 -3.34216 0.73494 -0.194
C -3.21744 -1.98322 3.53353 -0.193
C -0.87621 -3.13749 2.00436 -0.206
H -5.49262 -0.28399 -7.24992 0.030
H -3.80393 -0.78750 -7.36418 0.026
H -4.20493 0.92176 -7.12860 0.021
H -5.68908 0.74182 -3.11656 0.029
H -6.53206 0.99731 -4.65804 0.029
H -5.08585 1.95302 -4.26840 0.020
H -4.97005 -2.34685 -3.57286 0.022
H -4.71383 -2.81388 -5.25895 0.027
H -6.23516 -2.07008 -4.77077 0.032
H -3.95918 -1.17433 3.53553 0.027
H -2.42934 -1.71846 4.25224 0.025
H -3.71071 -2.89570 3.89853 0.025
H -0.14877 -2.58819 2.61585 0.018
H -0.39965 -3.38439 1.04396 0.020
H -1.08146 -4.09340 2.51337 0.038
H -3.91263 -4.23625 1.28586 0.028
H -3.03499 -3.68113 -0.15391 0.030
H -4.48296 -2.80919 0.39062 0.027
S 2.96008 -0.33868 3.23086 1.013
C 1.47188 -0.01988 4.00805 -0.415
C 0.43174 0.13204 3.07952 -0.221
C 0.84341 -0.07878 1.73204 -0.327
C 2.19356 -0.29791 1.66004 -0.545
C 2.96432 -0.48313 0.45674 -0.313
C 4.36036 -0.66786 0.44575 -0.035
C 5.03012 -0.77775 -0.76798 -0.061
C 4.29200 -0.69625 -1.95984 -0.067
C 2.90166 -0.52822 -1.87745 -0.138
N 2.25887 -0.44184 -0.70377 -0.029
H 1.42476 0.06309 5.08644 0.058
H -0.58802 0.35289 3.37637 0.085
H 4.88580 -0.72771 1.39189 0.085
H 6.10262 -0.92998 -0.79400 0.105
H 4.75791 -0.76767 -2.93397 0.094
H 2.27711 -0.46244 -2.77317 0.107
```

lowest unoccupied orbital energy: 0.19 eV
orbital gap: 7.1 eV